[1]
Formula: C31H29ClI2N6O5Ru
Source: the Open Molecules 2025 dataset
Level of theory: the ωB97M-V functional and the def2-TZVPD basis

Structure (XYZ):
```
75
Properties=species:S:1:pos:R:3:forces:R:3:mulliken_spin:R:1
Ru 0.0872 0.4675 -0.5477 -0.0769 0.1837 0.7308 0.9337
C 2.9080 -0.5861 0.8382 0.1377 0.1853 -0.3282 0.0124
N 1.7473 0.3235 0.8127 -0.2514 -0.3857 0.1724 -0.0092
C 1.7131 1.2310 1.7224 -0.1482 0.1526 0.0770 0.0320
C 0.6700 2.1943 1.6677 0.2657 -0.2664 0.2750 -0.0068
C 0.3586 3.3435 2.3878 -0.2213 0.0882 -0.0277 0.0095
C -0.7341 3.9200 1.7172 0.1482 -0.1193 0.0509 -0.0024
C -1.0159 3.1024 0.6174 -0.1220 -0.1644 0.1493 0.0058
N -0.1783 2.0485 0.6136 0.1290 1.0052 -0.4454 -0.0487
C 3.0045 -1.4746 2.0537 -0.0210 0.1014 0.0541 0.0004
C 4.2328 -1.6589 2.6788 0.0276 -0.0145 0.0367 0.0002
C 4.3505 -2.4945 3.7830 -0.0125 0.0147 -0.0235 -0.0004
C 3.2341 -3.1521 4.2780 -0.0132 0.0001 -0.0345 0.0003
C 2.0031 -2.9692 3.6594 0.0251 0.0077 0.0188 0.0006
C 1.8926 -2.1369 2.5575 -0.0195 -0.0051 -0.0093 -0.0023
H 3.8115 0.0279 0.7890 -0.0095 0.0028 -0.0904 -0.0012
H 2.8761 -1.1906 -0.0629 -0.0076 -0.0145 -0.0345 -0.0052
H 2.4799 1.2882 2.4947 0.0352 -0.0465 -0.0525 -0.0047
H 0.8712 3.7085 3.2653 -0.0213 -0.0013 -0.0384 -0.0004
H -1.2452 4.8366 1.9674 0.0006 -0.0226 -0.0050 -0.0002
H -1.7737 3.2119 -0.1397 0.0611 0.0558 -0.0230 0.0002
H 5.1092 -1.1479 2.2947 -0.0155 0.0048 0.0046 0.0003
H 5.3153 -2.6275 4.2574 -0.0067 -0.0033 -0.0109 0.0000
H 3.3241 -3.8090 5.1345 -0.0064 0.0141 0.0028 0.0000
H 1.1248 -3.4851 4.0289 0.0117 -0.0038 -0.0091 0.0000
H 0.9437 -2.0021 2.0635 -0.0337 -0.0251 0.0290 0.0025
I -2.2383 4.3788 -3.2960 0.0343 0.0885 -0.0074 0.0000
C -2.8932 2.4114 -3.1746 -0.0618 -0.0765 0.0148 0.0023
C -4.0843 2.0268 -3.8096 0.1144 -0.0129 0.0729 0.0018
C -4.5501 0.7413 -3.7270 0.1294 -0.0024 0.0840 0.0023
I -6.3390 0.2656 -4.6883 -0.0954 -0.0355 -0.0446 0.0004
C -3.8206 -0.2382 -3.0002 -0.0976 0.0010 -0.0485 -0.0010
C -4.1977 -1.5889 -2.8248 -0.0412 0.0493 -0.0360 -0.0035
C -3.3912 -2.4284 -2.1152 0.0803 -0.0291 0.0409 0.0039
C -2.1914 -1.9379 -1.5644 -0.0976 -0.0556 -0.1438 -0.0048
N -1.8210 -0.6886 -1.6889 -0.0830 -0.1349 -0.1746 0.0576
C -2.6150 0.1569 -2.3891 0.1791 0.0812 0.1472 -0.0237
C -2.1191 1.5115 -2.4382 -0.0594 -0.0360 -0.1370 0.0280
O -1.0393 1.8127 -1.8322 -0.1323 -0.2918 0.0175 0.0286
H -4.6391 2.7673 -4.3704 0.0065 0.0016 0.0161 0.0000
H -5.1240 -1.9441 -3.2578 0.0146 0.0015 -0.0140 -0.0009
H -3.6491 -3.4697 -1.9746 0.0150 0.0151 -0.0064 -0.0004
H -1.5292 -2.6038 -1.0386 -0.0222 -0.0201 0.0425 -0.0048
C -3.1138 0.1211 4.1160 0.0311 0.0058 -0.0548 0.0000
N -2.3879 -0.3832 2.9662 -0.0218 0.0270 0.0197 0.0014
C -2.0924 -1.6972 2.6833 -0.0360 0.0642 -0.0063 -0.0020
C -1.3817 -1.6813 1.5260 -0.0109 -0.0004 -0.1943 -0.0001
N -1.2373 -0.3789 1.0902 0.2097 0.0288 0.1938 -0.0083
C -1.8485 0.3678 1.9889 -0.1252 -0.0295 0.0260 0.0121
H -3.4082 -0.7199 4.7380 -0.0046 -0.0080 0.0071 -0.0001
H -4.0075 0.6573 3.8009 -0.0139 -0.0066 -0.0068 0.0001
H -2.4834 0.7899 4.6997 0.0103 -0.0004 0.0076 0.0001
H -2.4065 -2.5047 3.3222 0.0238 0.0154 -0.0198 -0.0002
H -0.9466 -2.5138 1.0008 -0.0372 0.0294 0.0547 0.0009
H -1.9329 1.4427 1.9689 -0.0095 -0.0305 0.0490 0.0012
C 1.8891 3.5608 -1.0794 -0.2012 -0.0920 0.2167 0.0042
C 2.1485 2.3498 -1.9045 0.2287 -0.2718 -0.2197 0.0081
C 3.0761 2.3006 -2.9313 -0.2452 0.4062 0.5234 0.0028
C 2.9613 1.0480 -3.5388 -0.4564 -0.7659 0.0342 0.0108
C 1.9632 0.3603 -2.8577 0.5418 0.1470 -0.5941 -0.0079
C 1.4517 -0.9902 -3.2250 0.0237 -0.0978 0.0723 0.0018
N 1.4726 1.1367 -1.8411 0.6158 0.5109 -0.3853 -0.0333
H 2.4462 4.3941 -1.5085 0.0046 -0.0006 0.0122 0.0004
H 2.1993 3.4514 -0.0384 0.0080 0.0390 0.0723 0.0003
H 0.8315 3.8185 -1.0794 -0.0539 0.0982 -0.0127 -0.0005
H 3.7349 3.1123 -3.2043 -0.0317 0.0260 -0.0027 -0.0001
H 3.5001 0.6713 -4.3965 -0.0272 -0.0124 0.0132 0.0004
H 1.5484 -1.1317 -4.3027 -0.0231 0.0152 0.0030 -0.0004
H 0.4031 -1.1218 -2.9599 -0.0129 -0.0245 -0.0713 0.0029
H 2.0074 -1.7913 -2.7375 -0.0126 0.0282 -0.0911 -0.0003
O 0.2216 -4.1055 0.1997 0.1293 0.0969 -0.1975 0.0008
Cl 0.9559 -3.3844 -0.8220 0.1711 0.3254 0.1316 0.0029
O 0.4104 -3.6824 -2.1180 0.0833 0.0070 0.2751 0.0011
O 2.3565 -3.7034 -0.7611 -0.3434 0.0720 -0.0043 0.0014
O 0.7999 -1.9351 -0.5374 -0.1527 -0.8891 -0.1437 -0.0027
```
Positions in Å, forces in eV/Å.

Output
HOMO level (alpha / beta) (eV): -3.90 / -3.89
Spin multiplicity: 2
Strongest force on any atom (eV Å⁻¹): 1.107
⟨S²⟩: 0.76
Charge: -1
Energy (eV): -83097.259


[2]
Formula: C26H19ClN6O3SV
Source: the Open Molecules 2025 dataset
Level of theory: the ωB97M-V functional and the def2-TZVPD basis

Structure (XYZ):
```
57
Properties=species:S:1:pos:R:3:forces:R:3:mulliken_spin:R:1
V 0.6949 -0.8371 -0.5385 0.3118 -0.2547 -0.1231 1.2194
Cl -3.1198 -5.6688 -4.2078 0.0068 0.0072 0.0044 -0.0033
C -1.9938 -4.5748 -3.5136 -0.0182 -0.0189 0.0031 -0.0164
C -1.0388 -3.9601 -4.3270 0.0296 0.0184 -0.0249 0.0103
C -0.1177 -3.0787 -3.7936 -0.0472 -0.0420 0.0032 -0.0121
C -0.1743 -2.7959 -2.4393 -0.0011 0.0983 0.0559 -0.0213
O 0.7112 -1.9307 -1.8891 -0.0162 0.1508 0.2253 -0.0908
C -1.1213 -3.4084 -1.6038 -0.0306 -0.0462 -0.0188 0.0021
C -1.0558 -3.2357 -0.1798 0.0077 0.0369 -0.0106 0.0253
N -0.3466 -2.3235 0.3933 -0.0479 -0.1327 0.1247 -0.0499
C -0.0775 -2.3494 1.7920 0.0233 -0.0028 -0.0425 0.0138
C -0.8844 -2.8475 2.7739 0.0124 -0.0110 0.0107 -0.0059
C -0.4285 -2.8651 4.1112 -0.0257 -0.0138 -0.0061 0.0020
C 0.8119 -2.3986 4.4384 0.0246 0.0100 0.0093 -0.0048
C 1.6525 -1.8481 3.4390 0.0024 -0.0078 0.0006 -0.0008
C 2.9453 -1.3378 3.6836 0.0050 0.0018 0.0016 -0.0006
C 3.6785 -0.8083 2.6532 -0.0113 -0.0052 -0.0125 0.0027
C 3.1102 -0.7486 1.3773 0.0168 0.0047 -0.0002 0.0118
N 1.9063 -1.2251 1.1066 0.0149 -0.0401 -0.0297 -0.0196
C 1.1827 -1.8033 2.1187 -0.0332 -0.0379 -0.0049 0.0150
C -2.0257 -4.3213 -2.1586 0.0217 0.0237 -0.0003 0.0157
H -1.0230 -4.1860 -5.3845 -0.0023 -0.0022 0.0011 0.0003
H 0.6315 -2.6077 -4.4141 0.0030 0.0046 0.0022 0.0003
H -1.5731 -3.9682 0.4366 -0.0009 -0.0014 -0.0023 -0.0014
H -1.8739 -3.2223 2.5457 -0.0004 0.0010 -0.0052 -0.0002
H -1.0768 -3.2651 4.8780 0.0001 0.0010 0.0005 0.0000
H 1.1632 -2.4352 5.4611 0.0022 0.0006 -0.0008 -0.0001
H 3.3503 -1.3700 4.6875 -0.0036 -0.0009 0.0020 0.0000
H 4.6739 -0.4197 2.8094 0.0007 0.0012 -0.0030 0.0001
H 3.6512 -0.2937 0.5574 -0.0010 0.0016 0.0015 -0.0111
H -2.7506 -4.8212 -1.5295 -0.0025 -0.0022 -0.0029 0.0003
N -1.9837 6.5495 0.8658 0.0055 0.0123 0.0093 -0.0009
C -1.8227 5.2297 0.6753 -0.0124 -0.0219 -0.0045 -0.0008
C -0.5764 4.6133 0.9358 0.0023 0.0003 0.0008 -0.0003
C -0.4135 3.2685 0.7417 -0.0111 0.0015 0.0199 0.0001
C -1.4941 2.4975 0.2896 0.0067 0.0487 -0.0513 -0.0038
C -2.7373 3.0918 0.0232 0.0036 -0.0105 0.0042 -0.0001
C -2.8967 4.4365 0.2141 0.0079 0.0193 0.0004 0.0000
S -1.3176 0.8401 -0.0116 -0.1038 -0.0054 0.0686 0.0057
O -2.5368 0.1155 0.0730 -0.0155 0.0351 -0.0114 -0.0020
O -0.1823 0.3160 0.8618 -0.1160 0.0430 -0.0989 -0.0239
N -0.5811 0.4806 -1.4360 0.0649 0.1018 0.0095 -0.0457
C 0.4688 1.3373 -1.8086 -0.1803 -0.0633 -0.0389 -0.0013
N 1.6482 0.7982 -1.4513 0.0426 0.1162 -0.0285 -0.0042
C 2.7689 1.4403 -1.8156 -0.0167 -0.0171 -0.0210 -0.0048
C 2.6810 2.6318 -2.4951 0.0239 0.0000 0.0052 -0.0004
C 1.4045 3.1200 -2.7751 -0.0337 -0.0315 -0.0228 -0.0001
N 0.2880 2.4731 -2.4423 0.0962 0.0309 -0.0068 0.0014
H -1.2430 7.1174 1.2367 -0.0001 0.0007 -0.0029 0.0000
H -2.8750 6.9901 0.7205 -0.0010 -0.0031 -0.0031 0.0000
H 0.2447 5.2114 1.3091 0.0008 0.0012 -0.0025 0.0000
H 0.5363 2.8005 0.9685 -0.0002 -0.0004 -0.0012 0.0003
H -3.5661 2.4867 -0.3189 0.0072 -0.0106 -0.0012 0.0001
H -3.8554 4.8993 0.0207 -0.0001 -0.0006 -0.0013 0.0000
H 3.7172 0.9845 -1.5624 0.0002 0.0044 0.0094 -0.0001
H 3.5665 3.1674 -2.8020 -0.0018 0.0013 0.0006 0.0000
H 1.2755 4.0587 -3.3006 -0.0102 0.0055 0.0100 0.0002
```
Positions in Å, forces in eV/Å.

Output
HOMO level (alpha / beta) (eV): -13.45 / -13.45
Spin multiplicity: 2
Strongest force on any atom (eV Å⁻¹): 0.421
⟨S²⟩: 0.78
Charge: +2
Energy (eV): -91387.011


[3]
Formula: C2H4ClN
Source: the Open Molecules 2025 dataset
Level of theory: the ωB97M-V functional and the def2-TZVPD basis

Structure (XYZ):
```
8
Properties=species:S:1:pos:R:3:forces:R:3:mulliken_charge:R:1
C 0.4554 0.8962 -2.0037 0.6833 0.4659 0.5725 -0.1790
C -0.6373 -1.0712 0.6215 -0.0349 -1.0595 1.3063 0.0755
N 1.0935 1.5559 -1.2715 -0.8746 -0.4310 -0.9082 -0.1387
Cl -0.1711 -0.1562 2.1053 0.3266 -0.0431 0.5250 -0.2107
H -0.1345 -0.4472 -0.1281 -0.5430 -1.1018 -0.2451 -0.2687
H -1.7516 -0.9332 0.6783 1.1977 -0.6779 -0.8099 0.2157
H -0.2583 -2.1997 0.7660 -0.9992 2.7802 -0.6976 0.2351
H 1.4039 2.3554 -0.7678 0.2439 0.0672 0.2572 0.2710
```
Positions in Å, forces in eV/Å.

Output
HOMO level (eV): -10.59
Strongest force on any atom (eV Å⁻¹): 3.036
Charge: 0
Energy (eV): -16149.522


[4]
Formula: C5H8N2
Source: the Open Molecules 2025 dataset
Level of theory: the ωB97M-V functional and the def2-TZVPD basis

Structure (XYZ):
```
15
Properties=species:S:1:pos:R:3:forces:R:3:mulliken_charge:R:1
C 1.1097 -1.3506 0.0501 -0.0598 -0.0388 0.6961 -0.3030
C 0.6614 0.7704 -1.3655 -0.2761 -0.0236 -0.2759 -1.3410
C -0.6583 0.1564 0.7841 -0.5684 -1.1231 0.1581 -0.1872
C 0.4742 -0.0731 -0.1625 -0.0339 -1.1940 -0.6976 0.7914
N -1.1680 1.3360 1.3254 -0.1358 0.5022 0.2684 -0.5828
C -1.1468 -1.1016 0.6520 -0.4857 1.6324 0.8843 -0.2277
N -0.3107 -1.8448 -0.1689 1.2978 0.7242 -1.3316 -0.5991
H -0.5043 1.9239 1.8117 -0.0572 -0.1166 -0.0462 0.2393
H -1.7556 1.8969 0.7189 0.1452 -0.1462 0.0167 0.2332
H 1.7818 -1.6920 -0.7315 -0.0677 0.0244 -0.0020 0.3047
H 1.4682 -1.5761 1.0589 0.0362 0.0013 0.0112 0.2379
H -2.0850 -1.5169 1.0076 0.1231 -0.0869 0.0794 0.4453
H 1.2361 0.2890 -2.1556 0.0422 -0.0347 0.1279 0.3580
H -0.2966 1.1053 -1.7729 0.0258 -0.0378 0.0637 0.3143
H 1.1940 1.6771 -1.0518 0.0144 -0.0829 0.0475 0.3168
```
Positions in Å, forces in eV/Å.

Output
HOMO level (alpha / beta) (eV): -6.94 / -6.94
Strongest force on any atom (eV Å⁻¹): 1.995
Charge: 0
Energy (eV): -8290.700